# C30H55BN4O9P2

A cluster of 2 separate species, C30H55BN4O9P2 in total at a distorted geometry (ωB97M-V/def2-TZVPD, the Open Molecules 2025 dataset).

Properties
HOMO ... -7.51 eV
Net charge ... 0
Frontier orbital gap ... 7.29 eV
LUMO level ... -0.215 eV
F_max ... 2.340 eV Å⁻¹

Structure (XYZ):
```
101
Properties=species:S:1:pos:R:3:forces:R:3:lowdin_charge:R:1
C 5.069194 0.169100 1.836371 0.1 -0.1 0.1 -0.07
C 5.190690 0.222141 0.293695 -0.2 -0.8 1.0 -0.27
O 4.170680 1.027101 -0.290485 0.7 0.4 -0.1 -0.16
C 4.740382 1.918043 -1.237651 0.0 0.7 -0.2 -0.25
C 3.706827 2.921751 -1.785766 0.1 -0.8 -0.8 -0.17
C 2.334328 2.263438 -2.114046 -0.3 0.3 0.5 -0.19
C 1.209016 2.641306 -1.091172 0.2 0.3 -0.8 -0.16
C 0.189237 3.678383 -1.690174 -0.3 0.0 0.9 -0.12
C -1.254008 3.185655 -1.515485 1.6 0.7 -0.5 -0.19
N -1.779429 3.359440 -0.325770 -0.9 -0.9 -2.0 0.17
C -3.077893 2.917307 -0.291136 -0.9 0.4 1.7 -0.21
C -3.802355 3.073482 0.951389 -0.9 -0.4 1.2 -0.28
P -2.855742 3.874816 2.375501 2.0 0.9 -0.2 0.83
N -3.801682 5.176461 3.012452 -0.5 -0.9 0.7 -0.22
O -2.726289 2.759730 3.624584 -0.5 0.0 -1.0 -0.35
C -5.121391 2.640077 1.069344 -0.4 -0.3 -1.1 -0.30
P -5.885094 2.917386 2.733555 1.2 0.7 1.0 0.91
C -6.968880 4.421964 2.488577 0.0 -0.6 -0.7 -0.25
O -6.879553 1.629017 3.151200 -0.3 0.9 -0.7 -0.32
C -5.809860 2.056434 -0.069418 0.0 0.2 0.8 -0.05
B -7.336990 1.607832 0.068517 -0.2 0.1 0.3 -0.45
C -7.802226 0.183837 0.578025 -0.7 0.2 -0.7 0.01
O -8.341699 2.529745 -0.312213 1.0 -0.5 -0.5 0.09
C -5.128700 1.912703 -1.252269 -0.3 -0.1 -0.3 -0.12
C -5.772075 1.271230 -2.493647 0.8 0.3 0.3 -0.08
C -5.155171 -0.117528 -2.800086 0.9 0.6 -0.8 -0.15
O -4.631848 -0.772183 -1.618142 -1.3 -0.9 -0.1 -0.01
C -4.588485 -2.137977 -1.780729 0.4 -0.7 0.2 -0.48
O -4.283800 -2.672954 -2.819624 -0.3 0.6 0.4 0.11
C -5.005160 -2.927734 -0.534648 0.1 1.0 0.1 -0.12
C -6.569543 -3.028780 -0.459196 0.7 -0.2 0.2 -0.08
C -3.768824 2.350386 -1.375504 -0.2 -0.4 -0.3 -0.14
N -3.157404 2.154355 -2.588612 0.6 0.6 0.7 0.19
C -1.915471 2.570199 -2.650684 0.0 -0.2 -0.1 -0.19
C -1.216760 2.382585 -3.996034 -0.5 -0.2 -0.2 -0.09
C -1.714608 3.439179 -5.035978 -0.5 -0.5 0.0 -0.23
O -2.060021 4.670873 -4.415568 0.5 0.2 -0.2 -0.07
H 5.392860 -0.822690 2.198918 -0.1 0.4 -0.2 0.05
H 5.716018 0.918390 2.322629 -0.4 -0.2 -0.2 0.07
H 4.038264 0.299638 2.199463 0.3 0.1 -0.4 0.08
H 6.203136 0.595629 0.062337 -0.4 -0.1 -0.2 0.11
H 5.100636 -0.819307 -0.068444 0.1 0.5 -0.2 0.11
H 5.200437 1.356314 -2.074823 -0.3 0.0 0.3 0.13
H 5.552688 2.507366 -0.763872 -0.2 -0.3 -0.1 0.12
H 3.622952 3.807191 -1.138731 -0.2 -0.4 0.0 0.11
H 4.113298 3.284361 -2.749252 0.1 0.0 0.5 0.11
H 2.390374 1.165149 -2.141048 0.4 0.4 0.0 0.11
H 2.046232 2.584803 -3.130702 0.0 -0.1 0.4 0.09
H 1.657277 3.109656 -0.203829 -0.1 -0.4 -0.2 0.11
H 0.696721 1.724870 -0.763897 0.0 0.4 -0.1 0.11
H 0.424079 3.936198 -2.728780 -0.1 -0.2 0.3 0.10
H 0.264371 4.620222 -1.119609 -0.1 -0.4 -0.2 0.12
H -3.177143 5.883078 3.390098 0.1 -0.1 -0.4 0.01
H -4.333962 4.836186 3.818175 -0.3 0.2 -0.3 -0.01
H -3.228193 1.956690 3.425660 -0.1 0.1 0.3 0.02
H -6.457840 5.028650 1.721821 -0.2 -0.2 0.3 0.05
H -7.966532 4.160862 2.095909 0.2 0.2 0.2 0.04
H -7.013206 5.018010 3.411331 -0.1 -0.4 -0.3 0.03
H -7.726924 1.994697 3.447527 0.0 -0.3 -0.1 0.06
H -7.552054 -0.033654 1.624192 0.3 -0.1 -0.5 0.06
H -7.411819 -0.569292 -0.128319 0.1 0.1 0.6 0.04
H -8.905485 0.133502 0.498271 0.4 0.0 0.1 0.07
H -8.656458 2.201577 -1.169072 -0.5 0.3 0.3 0.10
H -6.871728 1.289652 -2.454680 0.3 -0.3 0.3 0.11
H -5.485542 1.920269 -3.340401 -0.3 -0.4 0.2 0.12
H -4.285019 0.065348 -3.451657 -0.4 -0.1 0.1 0.11
H -5.834130 -0.793471 -3.340245 0.1 0.2 0.3 0.13
H -4.645741 -2.347547 0.330287 -0.1 -0.3 -0.2 0.11
H -4.515146 -3.907516 -0.535774 -0.2 0.3 -0.1 0.11
H -6.887394 -4.076935 -0.539898 0.0 0.4 -0.2 0.07
H -7.017608 -2.438066 -1.271892 -0.1 -0.3 0.4 0.07
H -6.888069 -2.667242 0.527449 -0.2 0.0 -0.5 0.07
H -1.528367 1.392101 -4.366389 0.2 0.3 0.1 0.12
H -0.124228 2.370482 -3.913388 -0.4 0.1 0.1 0.09
H -2.609133 3.066314 -5.570642 0.4 -0.1 0.3 0.12
H -0.954577 3.587594 -5.820573 -0.1 0.3 0.5 0.12
H -2.995020 4.663289 -4.187774 0.1 -0.1 0.0 0.09
C 8.610123 -5.459931 4.685038 0.1 0.1 -0.1 -0.12
O 9.235813 -5.566353 3.418739 -0.2 -0.1 0.2 -0.20
C 8.998958 -6.814181 2.773268 0.3 0.1 -0.4 -0.22
C 8.166736 -6.612927 1.520720 -0.2 0.2 0.3 -0.21
N 6.796296 -6.240997 1.857485 0.1 -0.1 -0.2 -0.05
C 6.003614 -5.805895 0.709312 -0.1 0.1 0.3 -0.20
C 6.422605 -4.510290 0.015279 -0.3 -0.1 -0.3 -0.22
O 6.261019 -3.351832 0.816868 0.3 -0.1 -0.1 -0.19
C 7.366156 -3.037166 1.647066 -0.3 0.2 0.1 -0.10
H 8.934744 -4.524636 5.139547 0.0 0.0 -0.1 0.09
H 7.519917 -5.435883 4.586453 0.0 -0.1 0.1 0.08
H 8.903911 -6.286030 5.338931 -0.1 0.0 0.0 0.09
H 8.534899 -7.540801 3.446098 -0.1 0.1 0.0 0.12
H 9.976423 -7.209892 2.481263 0.0 0.0 0.0 0.12
H 8.154771 -7.541716 0.943024 0.0 0.0 0.0 0.12
H 8.655149 -5.836967 0.917164 0.2 -0.1 -0.1 0.11
H 6.817937 -5.488338 2.533721 0.0 0.0 0.0 0.07
H 4.979927 -5.673076 1.069124 0.0 0.0 -0.1 0.12
H 5.974976 -6.614017 -0.028358 0.1 0.0 0.0 0.12
H 5.753967 -4.373513 -0.839666 0.0 0.0 0.0 0.12
H 7.435899 -4.561405 -0.399117 0.1 0.0 0.2 0.11
H 8.319690 -3.340870 1.208265 0.0 -0.1 0.0 0.09
H 7.246851 -3.489478 2.634773 0.2 0.0 0.0 0.07
H 7.382202 -1.954974 1.785457 0.0 0.0 -0.1 0.08
```
Forces are in eV/Å.

---

# ClO4PY

A structure of composition ClO4PY at a distorted geometry (ωB97M-V/def2-TZVPD, the Open Molecules 2025 dataset).

Properties
HOMO ... -3.08 eV
Net charge ... -1
Frontier orbital gap ... 3.82 eV
LUMO level ... 0.738 eV
F_max ... 7.822 eV Å⁻¹

Structure (XYZ):
```
7
Properties=species:S:1:pos:R:3:forces:R:3:lowdin_charge:R:1
Y -1.536092 -1.172109 -0.413050 4.2 3.1 0.3 1.40
P 0.657692 0.257724 0.509079 3.1 0.6 7.2 -0.08
O -0.340287 -0.460068 1.540376 -6.1 -1.6 -2.3 -0.53
O 0.277554 1.652655 0.180781 0.0 0.2 -0.5 -0.38
O 0.502351 -0.676255 -0.704523 -1.1 -2.4 -1.8 -0.57
O 1.716893 -0.070270 1.660962 1.0 1.3 -3.7 -0.44
Cl -1.278111 0.468326 -2.773623 -1.2 -1.2 1.0 -0.40
```
Forces are in eV/Å.

---

# C4H10O

A cluster of 2 separate species, C4H10O in total at a distorted geometry (ωB97M-V/def2-TZVPD, the Open Molecules 2025 dataset).

Properties
HOMO ... -9.19 eV
ΔE to the lowest compared entry with this formula, charge and spin ... 1.446 eV
Net charge ... 0
Frontier orbital gap ... 10.19 eV
LUMO level ... 0.998 eV
F_max ... 1.189 eV Å⁻¹

Structure (XYZ):
```
15
Properties=species:S:1:pos:R:3:forces:R:3:lowdin_charge:R:1
C -1.503056 -0.343010 0.876843 0.3 0.6 0.7 -0.03
C -0.579686 0.515337 0.435146 -0.1 0.2 0.8 -0.23
C 0.901593 0.291300 0.598420 0.1 0.0 0.1 -0.27
C 1.806020 0.786752 -0.531277 0.0 0.0 -0.1 -0.12
H -1.231824 -1.321169 1.275887 0.1 0.3 0.0 0.08
H -2.569175 -0.147090 0.831507 0.2 0.1 0.0 0.08
H -0.908631 1.482492 0.051660 0.1 -0.1 0.0 0.11
H 1.090978 -0.776595 0.776550 -0.1 0.2 0.0 0.11
H 1.181697 0.813052 1.520939 0.2 -0.1 0.0 0.11
H 1.654258 0.220773 -1.456826 0.0 0.1 0.1 0.07
H 1.626390 1.843873 -0.755535 0.0 -0.1 0.0 0.07
H 2.860339 0.685243 -0.247093 -0.2 0.0 -0.1 0.07
O -1.810713 -1.318984 -1.269660 0.2 -0.3 -1.1 -0.09
H -1.176423 -0.599981 -1.060162 -0.6 -0.9 -0.4 0.00
H -1.341769 -2.131992 -1.046398 0.0 0.1 -0.2 0.04
```
Forces are in eV/Å.